# 1
This record from the Open Molecules 2025 dataset describes a molecular structure, C13H23BiN2OS3 at a distorted geometry. The level of theory is the ωB97M-V functional and the def2-TZVPD basis.

The geometry in XYZ format:
```
43
Properties=species:S:1:pos:R:3:mulliken_spin:R:1
Bi -0.39840 -0.07110 -0.20591 0.04
S -0.66960 -2.54086 -0.70041 0.00
S -0.71805 2.41276 -0.59586 0.00
C 0.47993 -3.48919 0.29893 0.01
C 0.11548 -2.48570 -2.34303 0.00
C 0.95111 -1.25519 -2.65700 0.01
N 0.16248 -0.03975 -2.43660 0.00
C 0.82525 1.24244 -2.68362 0.00
C -0.09584 2.39260 -2.30954 0.00
H -0.71866 -2.57984 -3.05445 0.00
H 0.72836 -3.39052 -2.42501 0.00
H 1.26505 -1.26963 -3.70563 0.00
H 1.84316 -1.20602 -2.02032 0.00
H 1.07532 1.29239 -3.74954 0.00
H 1.75418 1.26847 -2.10221 0.00
H -0.99868 2.39055 -2.93580 0.00
H 0.41434 3.35087 -2.45738 0.00
C 0.55776 3.30759 0.30054 0.00
H -0.71859 -0.08817 -2.94530 0.00
H 1.56693 2.89687 0.17249 0.00
H 0.28213 3.29934 1.36403 0.00
H 0.50566 4.34111 -0.07639 0.00
H 0.12727 -3.45521 1.33822 0.00
H 1.51513 -3.13200 0.24376 0.00
H 0.40323 -4.52224 -0.07490 0.00
C -3.66131 -0.12841 -0.38880 0.01
C -3.36336 -0.15766 -1.69147 0.00
H -3.86650 0.81602 0.13380 0.00
H -3.77984 -1.05148 0.19558 0.00
H -3.30513 0.76036 -2.28678 0.00
H -3.21609 -1.10393 -2.22459 0.00
O 1.49637 -0.06866 0.81368 -0.01
N 1.17956 0.02235 2.21243 0.22
C 2.27132 0.23248 2.99292 0.42
C 2.10437 0.19885 4.36150 -0.20
C 0.80070 0.18283 4.89703 0.27
C -0.28217 0.09441 4.06877 -0.09
C -0.13953 0.00509 2.64327 0.25
S -1.73606 -0.10120 1.86644 0.03
H 2.94966 1.01593 2.62850 0.02
H 2.92666 0.28872 5.09204 0.00
H 0.67498 0.24310 5.98578 0.03
H -1.30856 0.08165 4.46082 0.00
```

Results
Spin multiplicity: 2
Charge: +1
<S²>: 0.779


# 2
This record from the Open Molecules 2025 dataset describes a single C6H6N4O3 molecule at a distorted geometry. The level of theory is the ωB97M-V functional and the def2-TZVPD basis.

The geometry in XYZ format:
```
19
Properties=species:S:1:pos:R:3:lowdin_charge:R:1
C 0.45171 1.54248 1.07266 0.05
C -0.80971 1.49852 0.61196 -0.34
C 1.44610 1.79287 0.05206 -0.36
C -2.73552 -0.12683 -0.32457 -0.17
C -2.13584 1.01910 -1.16854 -0.09
C 2.60591 0.86963 -0.06045 0.07
N -1.79553 1.00290 1.45901 0.06
N -2.70723 0.26788 1.09321 0.02
N -1.19449 1.77062 -0.69756 0.12
N 2.51870 -0.31778 0.45485 -0.29
O 1.42480 2.78190 -0.69262 0.08
O 3.63879 -1.16263 0.22933 0.05
O 1.65327 -0.85839 1.08941 0.04
H 0.68824 1.14285 2.10854 0.15
H -3.79939 -0.49590 -0.77187 0.16
H -2.15749 -1.01150 -0.20370 0.10
H 3.85343 -1.82848 0.91992 0.14
H -2.35966 1.29909 -2.26420 0.13
H 3.33089 1.17338 -0.63736 0.09
```

Results
Charge: 0
Structure (SMILES): O=C(/C=C1\N=CCN=N1)/C=[N+](\[O-])O


# 3
This record from the Open Molecules 2025 dataset describes 2 unconnected molecules or ions with the total composition C6H13NOS at a distorted geometry. The level of theory is the ωB97M-V functional and the def2-TZVPD basis.

The geometry in XYZ format:
```
22
Properties=species:S:1:pos:R:3:lowdin_charge:R:1
C 1.34540 1.97572 -2.35918 -0.26
C 1.47313 1.99440 -3.75272 -0.07
C 0.95364 -0.80947 1.57202 -0.08
C -1.51838 -0.62815 2.22310 -0.15
C -1.12090 -2.22428 0.51417 -0.14
C -0.53478 -0.93318 1.12894 -0.82
N 1.35782 1.98132 -1.21768 0.14
O -0.41613 1.77427 0.62387 -0.47
S -0.82685 0.36077 -0.18006 0.88
H 0.15924 2.40255 0.21108 -0.03
H 2.45123 2.04003 -4.01348 0.04
H 1.35907 1.03189 -4.24105 0.09
H 0.79652 2.85548 -4.26160 0.16
H 0.99970 -1.49972 2.40721 0.07
H 1.64619 -0.95118 0.63970 0.12
H 1.15780 0.10022 2.04991 0.04
H -1.17619 0.23914 2.69348 0.05
H -1.58039 -1.60685 2.92528 0.14
H -2.49906 -0.38839 1.98284 0.05
H -1.24027 -3.13409 1.18582 0.10
H -2.23079 -2.11258 0.23261 0.10
H -0.55598 -2.46790 -0.36427 0.05
```

Results
Charge: 0
Structure (SMILES): CC(C)(C)SO.CC#N


# 4
This record from the Open Molecules 2025 dataset describes a molecular structure, C44H58F5N4SSi2Zr at a distorted geometry. The level of theory is the ωB97M-V functional and the def2-TZVPD basis.

The geometry in XYZ format:
```
115
Properties=species:S:1:pos:R:3:lowdin_charge:R:1
Zr -0.11261 1.38480 -0.15010 1.45
C 0.91063 -3.49533 -2.15765 -0.15
Si -0.66286 -3.54829 -1.06598 0.57
C -0.61907 -5.29383 -0.27071 -0.17
C -2.21833 -3.63430 -2.20777 -0.15
N -0.82767 -2.08406 -0.11074 -0.09
C -0.78838 -1.98270 1.29851 -0.21
C -1.21131 -3.14999 1.94184 -0.08
C -1.25228 -3.34416 3.30522 -0.10
C -0.89500 -2.29294 4.12217 -0.11
C -0.53916 -1.10359 3.52551 -0.07
C -0.47350 -0.86933 2.14192 -0.26
N -0.14512 0.42828 1.75665 -0.21
Si -0.01259 1.74670 2.83607 0.42
C 1.17246 1.90632 4.34641 -0.17
C -1.76521 2.41391 3.32489 -0.16
C 0.57288 3.13137 1.64031 -0.22
H 1.25847 -4.49140 -2.40962 0.02
H 1.71501 -2.99354 -1.63307 0.02
H 0.74660 -2.96094 -3.08781 0.03
H -0.32903 -6.00843 -1.03467 0.03
H -1.58479 -5.61671 0.10598 0.02
H 0.09519 -5.37225 0.53796 0.01
H -2.97532 -4.29567 -1.79752 0.01
H -1.95394 -4.02832 -3.18518 0.02
H -2.68511 -2.66572 -2.35950 0.01
H -1.54746 -3.95168 1.31688 0.06
H -1.56350 -4.29878 3.70368 0.10
H -0.90277 -2.38203 5.19803 0.10
H -0.28971 -0.27804 4.17294 0.07
H 0.72079 1.55229 5.26850 0.02
H 1.45319 2.94684 4.49828 0.02
H 2.08418 1.33720 4.18465 0.03
H -2.25041 1.78284 4.06305 0.02
H -2.40132 2.42764 2.43525 0.01
H -1.73659 3.42610 3.72053 0.02
H 1.55563 2.95595 1.19076 0.02
H 0.58552 4.11445 2.10558 0.07
H -0.21623 3.13774 0.87599 -0.05
C 2.91108 -4.80550 0.94901 -0.07
C 2.45445 -3.40435 1.36172 -0.38
C 2.27498 -3.34772 2.87846 -0.05
C 3.40842 -2.32078 0.91830 -0.14
C 4.74272 -2.44779 1.23232 -0.08
C 5.67152 -1.47756 0.88686 -0.12
C 5.21441 -0.33219 0.26725 -0.09
C 3.87920 -0.14710 -0.04861 -0.15
C 3.48966 1.19946 -0.61890 -0.41
C 4.02113 1.33885 -2.05129 -0.08
C 4.00301 2.35137 0.25850 -0.07
C 2.91543 -1.16723 0.21721 -0.19
N 1.59382 -1.14460 -0.03383 -0.01
C 0.84490 -0.44207 -0.93405 -0.38
C -0.64495 -0.94913 -1.00501 -0.38
N -1.57154 0.18591 -0.79896 -0.15
C -2.88101 0.17140 -1.31059 -0.16
C -3.94061 -0.56218 -0.72128 -0.14
C -5.21105 -0.53012 -1.27397 -0.05
C -5.50403 0.23524 -2.38557 -0.08
C -4.50377 1.01799 -2.92475 -0.05
C -3.21460 0.99268 -2.41797 -0.14
C -2.21168 1.98850 -2.94257 -0.42
C -2.19181 2.19688 -4.45650 -0.07
C -2.52286 3.32302 -2.25369 -0.07
C -3.74033 -1.27607 0.58986 -0.37
C -4.50277 -2.59339 0.71646 -0.06
C -4.08328 -0.33229 1.74343 -0.04
H 2.12645 -5.52703 1.17083 0.05
H 3.80087 -5.11346 1.49655 0.07
H 3.12466 -4.84656 -0.11628 0.08
H 1.49079 -3.19262 0.89604 0.09
H 3.22444 -3.49781 3.39196 0.07
H 1.57832 -4.11778 3.20276 0.07
H 1.87199 -2.38067 3.16182 0.07
H 5.08946 -3.32607 1.76208 0.10
H 6.71917 -1.59021 1.12985 0.08
H 5.92573 0.45114 0.03648 0.10
H 2.38259 1.26925 -0.61908 0.01
H 5.09121 1.13783 -2.07081 0.08
H 3.85447 2.33867 -2.44306 0.03
H 3.52616 0.62537 -2.70833 0.08
H 5.08904 2.40263 0.24567 0.07
H 3.68578 2.20847 1.29362 0.08
H 3.62415 3.30755 -0.11096 0.07
H 1.24694 -0.28402 -1.97048 0.11
H -0.83319 -1.32913 -2.02631 0.13
H -5.99768 -1.09942 -0.80237 0.10
H -6.50382 0.24881 -2.79796 0.10
H -4.73572 1.66980 -3.75276 0.10
H -1.20820 1.64443 -2.63563 0.03
H -3.08831 2.70500 -4.80927 0.07
H -2.09666 1.25014 -4.98174 0.08
H -1.33458 2.81981 -4.70742 0.07
H -3.50595 3.67808 -2.56340 0.09
H -1.78936 4.07864 -2.52995 0.06
H -2.53375 3.18594 -1.16422 0.07
H -2.68744 -1.49719 0.68224 0.08
H -5.56189 -2.43317 0.91016 0.07
H -4.08960 -3.16180 1.54722 0.07
H -4.39680 -3.18275 -0.19063 0.07
H -5.13092 -0.03833 1.71914 0.08
H -3.46153 0.55823 1.66981 0.06
H -3.87449 -0.81858 2.69328 0.08
F 1.85934 8.53785 -1.46187 0.10
C 1.66788 7.21233 -1.63831 -0.13
C 2.51588 6.48471 -2.48457 -0.13
F 3.51716 7.12236 -3.12991 0.10
C 2.33715 5.11699 -2.65948 -0.23
F 3.19784 4.46434 -3.46526 0.07
C 1.30755 4.41237 -2.01928 -0.51
S 1.02177 2.72665 -2.21210 0.72
C 0.46588 5.19497 -1.19848 -0.21
F -0.56065 4.53598 -0.56619 -0.02
C 0.63410 6.55309 -0.99203 -0.14
F -0.19799 7.22354 -0.17046 0.10
```

Results
Charge: -1


# 5
This record from the Open Molecules 2025 dataset describes a single C2H5N3O molecule. The level of theory is the ωB97M-V functional and the def2-TZVPD basis.

The geometry in XYZ format:
```
11
Properties=species:S:1:pos:R:3:lowdin_charge:R:1
N 0.76714 1.84524 -0.14860 0.16
C -0.18392 0.87157 -0.28225 -0.61
O -1.36732 1.07911 -0.07476 0.05
N 0.30381 -0.40735 -0.60128 0.07
C -0.50755 -1.36683 0.04873 -0.29
N -0.02369 -2.05489 0.99059 0.11
H 0.36371 2.76121 -0.03470 0.11
H 1.64947 1.80218 -0.63363 0.10
H 1.28112 -0.54616 -0.36509 0.13
H -1.53252 -1.35571 -0.31802 0.13
H -0.75025 -2.62837 1.41900 0.05
```

Results
Charge: 0
Structure (SMILES): [H]/N=C/NC(N)=O


Computed values of E (unit: Ha) for the preceding records, in sequence: -2102.590089, -676.725894, -764.493347, -3454.123530, -318.736455.